No. 1
{
  "formula": "C21H23CrN7OS2",
  "method": "ωB97M-V/def2-TZVPD",
  "orbital_gap_ev": [5.57, 7.62],
  "total_energy_ev": -84723.63397,
  "total_charge": 0,
  "e_above_lowest_kcal_mol": 0.0,
  "homo_energy_ev": [-5.028, -7.365],
  "spin_multiplicity": 5,
  "elements": ["Cr", "C", "C", "N", "N", "C", "N", "S", "C", "C", "C", "C", "C", "N", "H", "H", "H", "H", "H", "H", "H", "H", "H", "S", "C", "C", "C", "C", "C", "N", "H", "H", "H", "H", "C", "C", "O", "N", "C", "C", "C", "C", "C", "C", "N", "H", "H", "H", "H", "H", "H", "H", "H", "H", "H"],
  "coordinates": [[-0.983, -0.732, 0.975], [3.079, 0.291, 0.005], [1.664, -0.193, 0.050], [0.839, 0.102, 1.056], [1.304, 0.896, 2.088], [0.435, 1.040, 3.033], [0.823, 1.758, 4.148], [-1.196, 0.394, 3.066], [1.107, -0.982, -0.979], [1.799, -1.382, -2.152], [1.154, -2.103, -3.112], [-0.207, -2.453, -2.936], [-0.830, -2.058, -1.780], [-0.219, -1.350, -0.821], [3.387, 0.634, 0.989], [3.184, 1.126, -0.692], [3.754, -0.499, -0.325], [1.634, 2.341, 4.019], [0.078, 2.156, 4.694], [2.833, -1.097, -2.280], [1.683, -2.405, -4.006], [-0.749, -3.022, -3.676], [-1.864, -2.308, -1.580], [-2.874, -2.283, 1.180], [-1.509, -3.207, 1.739], [-1.473, -4.559, 2.106], [-0.276, -5.103, 2.506], [0.883, -4.321, 2.545], [0.784, -3.002, 2.171], [-0.384, -2.479, 1.792], [-2.382, -5.141, 2.059], [-0.230, -6.147, 2.792], [1.833, -4.729, 2.855], [1.628, -2.324, 2.172], [-4.240, 1.489, -0.494], [-2.787, 1.650, -0.169], [-2.056, 0.677, 0.024], [-2.273, 2.881, -0.080], [-0.866, 3.063, 0.219], [0.010, 2.973, -1.006], [1.243, 3.613, -1.035], [2.044, 3.452, -2.153], [1.588, 2.658, -3.193], [0.332, 2.081, -3.078], [-0.451, 2.241, -2.015], [-4.634, 0.654, 0.082], [-4.324, 1.245, -1.553], [-4.817, 2.388, -0.289], [-2.868, 3.676, -0.245], [-0.576, 2.278, 0.924], [-0.729, 4.023, 0.719], [1.565, 4.219, -0.199], [3.012, 3.932, -2.207], [2.185, 2.489, -4.078], [-0.064, 1.458, -3.871]],
  "nbo_charge": [1.034, -0.667, 0.190, -0.412, -0.416, 0.261, -0.815, -0.244, 0.089, -0.233, -0.181, -0.338, 0.086, -0.547, 0.251, 0.223, 0.217, 0.385, 0.389, 0.214, 0.210, 0.217, 0.210, -0.200, 0.119, -0.273, -0.137, -0.276, 0.075, -0.492, 0.231, 0.218, 0.223, 0.217, -0.697, 0.755, -0.659, -0.562, -0.263, 0.201, -0.252, -0.165, -0.267, 0.056, -0.433, 0.255, 0.251, 0.219, 0.405, 0.259, 0.213, 0.220, 0.218, 0.221, 0.198]
}

=====

No. 2
{
  "formula": "C21H23F5MoN5",
  "method": "ωB97M-V/def2-TZVPD",
  "orbital_gap_ev": [6.40, 6.17],
  "total_energy_ev": -45017.17699,
  "total_charge": 3,
  "homo_energy_ev": [-17.725, -17.855],
  "spin_multiplicity": 3,
  "elements": ["Mo", "C", "C", "N", "C", "C", "N", "C", "C", "N", "C", "C", "N", "C", "C", "C", "C", "C", "C", "C", "N", "H", "H", "H", "H", "H", "H", "H", "H", "H", "H", "H", "H", "H", "H", "H", "H", "H", "H", "H", "H", "H", "H", "H", "F", "C", "C", "C", "F", "C", "F", "C", "F", "C", "F"],
  "coordinates": [[0.353, -0.062, 0.385], [0.712, 4.235, -0.438], [0.261, 2.839, -0.202], [1.054, 1.821, -0.104], [2.528, 1.918, -0.290], [3.224, 0.970, 0.675], [2.510, -0.352, 0.810], [3.055, -1.487, -0.015], [2.537, -1.412, -1.430], [1.041, -1.314, -1.414], [0.301, -2.634, -1.405], [-0.719, -2.689, -0.261], [-1.223, -1.311, -0.049], [-2.452, -0.915, -0.071], [-3.628, -1.808, -0.208], [-2.550, 0.572, 0.011], [-3.688, 1.347, -0.021], [-3.544, 2.735, -0.065], [-2.276, 3.298, -0.136], [-1.176, 2.461, -0.088], [-1.330, 1.139, 0.029], [1.401, 4.282, -1.283], [1.240, 4.604, 0.447], [-0.118, 4.904, -0.638], [2.871, 2.933, -0.107], [2.739, 1.682, -1.334], [3.237, 1.408, 1.671], [4.256, 0.804, 0.368], [2.626, -0.627, 1.782], [2.722, -2.407, 0.469], [4.145, -1.479, 0.018], [2.860, -2.279, -2.007], [2.912, -0.528, -1.944], [0.769, -0.839, -2.270], [1.014, -3.451, -1.306], [-0.192, -2.747, -2.369], [-0.259, -3.031, 0.667], [-1.528, -3.381, -0.486], [-3.721, -2.430, 0.687], [-3.505, -2.477, -1.063], [-4.551, -1.253, -0.339], [-4.671, 0.894, -0.029], [-4.421, 3.369, -0.079], [-2.155, 4.369, -0.226], [0.678, -2.065, 2.389], [0.346, -0.965, 3.144], [0.125, 0.214, 2.449], [-0.258, 1.304, 3.218], [-0.488, 2.495, 2.640], [-0.395, 1.228, 4.590], [-0.749, 2.280, 5.295], [-0.158, 0.015, 5.233], [-0.301, -0.071, 6.529], [0.215, -1.112, 4.504], [0.416, -2.264, 5.105]],
  "nbo_charge": [1.472, -0.712, 0.449, -0.459, -0.257, -0.239, -0.603, -0.246, -0.240, -0.642, -0.237, -0.274, -0.466, 0.458, -0.710, 0.141, -0.138, -0.078, -0.142, 0.168, -0.422, 0.281, 0.293, 0.269, 0.262, 0.235, 0.246, 0.254, 0.436, 0.234, 0.259, 0.258, 0.224, 0.426, 0.249, 0.244, 0.258, 0.267, 0.296, 0.282, 0.269, 0.274, 0.282, 0.273, -0.329, 0.352, -0.505, 0.401, -0.320, 0.278, -0.243, 0.363, -0.224, 0.278, -0.242]
}

=====

No. 3
{
  "formula": "C21H23MoN4O2S",
  "method": "ωB97M-V/def2-TZVPD",
  "orbital_gap_ev": 3.23,
  "total_energy_ev": -44863.79536,
  "total_charge": 3,
  "homo_energy_ev": -16.373,
  "elements": ["Mo", "N", "N", "C", "O", "O", "H", "H", "H", "S", "C", "C", "C", "N", "C", "C", "C", "C", "C", "N", "C", "C", "H", "H", "H", "H", "H", "H", "H", "H", "C", "C", "C", "C", "C", "C", "C", "C", "C", "C", "H", "H", "H", "H", "H", "H", "H", "H", "H", "H", "H", "H"],
  "coordinates": [[-0.048, 0.806, 0.145], [-0.121, 1.076, 2.378], [1.124, 0.554, 2.821], [2.181, 0.847, 1.954], [3.321, 0.912, 2.252], [1.654, 1.008, 0.722], [-0.145, 2.134, 2.540], [-0.868, 0.672, 2.964], [1.339, 0.612, 3.817], [-1.385, -4.251, -3.104], [-1.233, -3.057, -1.880], [-0.926, -1.736, -2.334], [-0.816, -0.737, -1.416], [-1.015, -0.908, -0.081], [-1.262, -2.158, 0.372], [-1.351, -3.230, -0.481], [-1.336, -5.861, -2.288], [-0.389, -6.743, -2.797], [-0.340, -8.020, -2.237], [-1.165, -8.350, -1.286], [-2.079, -7.557, -0.798], [-2.216, -6.257, -1.289], [-0.774, -1.550, -3.389], [-0.575, 0.363, -1.691], [-1.379, -2.283, 1.443], [-1.496, -4.212, -0.059], [0.269, -6.478, -3.609], [0.370, -8.761, -2.578], [-2.731, -7.942, -0.024], [-3.017, -5.628, -0.932], [0.821, 3.294, -1.745], [-0.014, 3.654, -0.493], [-0.738, 4.987, -0.738], [-0.918, 2.481, -0.377], [0.859, 3.775, 0.757], [2.250, 3.813, 0.727], [2.972, 3.968, 1.907], [2.318, 4.107, 3.125], [0.934, 4.087, 3.172], [0.200, 3.916, 1.998], [0.180, 3.167, -2.618], [1.432, 2.383, -1.583], [1.486, 4.128, -1.964], [-1.273, 4.968, -1.684], [-0.022, 5.805, -0.761], [-1.445, 5.207, 0.056], [-1.936, 2.696, -0.737], [2.808, 3.759, -0.198], [4.050, 3.992, 1.870], [2.893, 4.262, 4.024], [0.424, 4.233, 4.114], [-0.876, 4.052, 2.014]],
  "nbo_charge": [1.497, -0.623, -0.489, 0.857, -0.414, -0.541, 0.458, 0.448, 0.450, 0.622, -0.102, -0.178, -0.005, -0.482, 0.075, -0.202, -0.200, -0.230, 0.086, -0.352, 0.077, -0.274, 0.289, 0.235, 0.260, 0.292, 0.249, 0.236, 0.231, 0.231, -0.588, -0.201, -0.600, -0.026, -0.067, -0.160, -0.163, -0.180, -0.194, -0.329, 0.250, 0.198, 0.293, 0.238, 0.267, 0.236, 0.271, 0.233, 0.261, 0.262, 0.256, 0.241]
}

=====

No. 4
{
  "formula": "C21H23N3O2S",
  "method": "ωB97M-V/def2-TZVPD",
  "orbital_gap_ev": 8.42,
  "total_energy_ev": -41552.00485,
  "total_charge": 0,
  "e_above_lowest_kcal_mol": 14.8,
  "homo_energy_ev": -8.773,
  "smiles": "CCCCNC(=O)CSc1nc(COc2ccccc2)nc2ccccc12",
  "elements": ["C", "C", "C", "C", "N", "C", "O", "C", "S", "C", "N", "C", "C", "O", "C", "C", "C", "C", "C", "C", "N", "C", "C", "C", "C", "C", "C", "H", "H", "H", "H", "H", "H", "H", "H", "H", "H", "H", "H", "H", "H", "H", "H", "H", "H", "H", "H", "H", "H", "H"],
  "coordinates": [[2.132, -3.703, 3.135], [2.771, -2.356, 3.449], [2.300, -1.237, 2.522], [0.810, -0.920, 2.686], [0.469, 0.346, 2.079], [0.336, 1.467, 2.803], [0.407, 1.522, 4.012], [0.088, 2.720, 1.963], [-1.614, 2.839, 1.331], [-1.495, 2.001, -0.192], [-0.379, 1.365, -0.467], [-0.287, 0.732, -1.649], [0.978, -0.057, -1.859], [0.861, -1.211, -1.051], [1.790, -2.201, -1.197], [2.974, -2.079, -1.914], [3.851, -3.150, -1.978], [3.562, -4.341, -1.339], [2.379, -4.463, -0.626], [1.499, -3.403, -0.552], [-1.189, 0.714, -2.583], [-2.353, 1.362, -2.340], [-3.364, 1.365, -3.317], [-4.551, 2.003, -3.069], [-4.774, 2.662, -1.851], [-3.805, 2.680, -0.883], [-2.581, 2.034, -1.109], [1.059, -3.673, 3.299], [2.551, -4.475, 3.777], [2.320, -3.976, 2.100], [3.855, -2.449, 3.354], [2.551, -2.078, 4.482], [2.865, -0.331, 2.756], [2.506, -1.507, 1.484], [0.198, -1.700, 2.230], [0.568, -0.837, 3.749], [0.407, 0.402, 1.066], [0.750, 2.759, 1.099], [0.216, 3.598, 2.596], [1.846, 0.544, -1.553], [1.058, -0.326, -2.918], [3.223, -1.161, -2.423], [4.770, -3.045, -2.536], [4.251, -5.170, -1.396], [2.140, -5.392, -0.130], [0.573, -3.481, -0.005], [-3.175, 0.851, -4.245], [-5.329, 2.003, -3.818], [-5.718, 3.157, -1.681], [-3.960, 3.184, 0.060]],
  "nbo_charge": [-0.611, -0.390, -0.402, -0.229, -0.629, 0.659, -0.629, -0.613, 0.311, 0.129, -0.551, 0.418, -0.105, -0.500, 0.295, -0.265, -0.201, -0.243, -0.192, -0.262, -0.442, 0.157, -0.191, -0.180, -0.212, -0.175, -0.098, 0.198, 0.209, 0.205, 0.201, 0.197, 0.208, 0.199, 0.194, 0.225, 0.430, 0.253, 0.256, 0.187, 0.204, 0.213, 0.214, 0.215, 0.218, 0.226, 0.230, 0.220, 0.221, 0.224]
}